(1)
DFT (ωB97M-V/def2-TZVPD) results for C3H4O3Tl as an isolated structure at a distorted geometry.

Calculated values
- LUMO level (spin up / spin down): -0.5 / -0.6 eV
- Energy relative to the best compared isomer or geometry (same formula, charge and spin): 19.9 kcal per mole
- Spin multiplicity: 2
- Gap between HOMO and LUMO (spin up / spin down): 7.33 / 8.88 eV
- Electronic energy: -514.8464 hartree
- Total charge: 0

Structure (XYZ):
```
11
Properties=species:S:1:pos:R:3:forces:R:3:lowdin_spin:R:1
Tl -3.61481 -1.72762 0.12760 -1.71 -0.90 -0.14 0.13
H 2.20299 1.25187 -1.34218 -0.13 0.18 0.22 0.00
O 2.22255 -0.02733 0.89047 -1.90 0.54 -0.63 0.03
H 2.16837 2.67115 -0.22415 -0.09 -0.37 0.05 0.00
O -1.31573 -1.68471 -0.14952 0.83 0.21 0.03 0.17
C 1.63505 1.76766 -0.55898 -0.99 -0.32 -0.70 0.00
C 1.42474 0.87396 0.63269 3.71 0.57 1.50 0.02
H 0.95383 1.39988 1.49371 -0.90 -0.67 -0.32 0.00
C -1.33471 -0.53894 0.32699 0.33 0.14 -0.13 0.48
O -2.32497 0.12301 0.67944 0.58 0.60 0.21 0.17
H 0.65995 2.10083 -0.94202 0.27 0.01 -0.09 0.00
```
Positions in Å, forces in eV/Å.

(2)
DFT (ωB97M-V/def2-TZVPD) results for C3H4O3Tl as an isolated structure at a distorted geometry.

Calculated values
- LUMO level (spin up / spin down): -7.1 / -7.1 eV
- Energy relative to the best compared isomer or geometry (same formula, charge and spin): 138.8 kcal per mole
- Gap between HOMO and LUMO (spin up / spin down): 6.31 / 6.31 eV
- Electronic energy: -514.4294 hartree
- Total charge: +1

Structure (XYZ):
```
11
Properties=species:S:1:pos:R:3:forces:R:3:lowdin_charge:R:1
C 1.75128 -0.76773 -0.04403 -1.28 -2.16 0.17 -0.23
H -3.27815 0.62908 0.14175 -0.27 -0.13 0.41 0.14
O -0.44868 -0.13083 0.30186 0.39 -0.19 -0.53 -0.25
O 2.13750 0.45267 0.23878 2.87 -0.89 0.76 -0.25
H 0.23368 2.51497 -1.13366 -0.23 0.68 0.88 0.03
C 0.45242 -1.11579 -0.17245 0.98 -0.76 1.03 -0.06
Tl 0.70761 1.74734 0.32864 -1.39 3.04 -1.58 1.33
O -2.33821 0.75335 0.32255 0.58 0.18 0.08 0.07
H 0.03191 -2.09932 -0.35493 0.10 0.31 0.15 0.14
H 2.49334 -1.57658 0.00444 -0.04 0.57 -0.61 0.16
C -1.74269 -0.40717 0.36704 -1.70 -0.65 -0.76 -0.07
```
Positions in Å, forces in eV/Å.

(3)
DFT (ωB97M-V/def2-TZVPD) results for C3H4O3Yb as an isolated structure at a distorted geometry.

Calculated values
- LUMO level (spin up / spin down): -13.5 / -17.9 eV
- Energy relative to the best compared isomer or geometry (same formula, charge and spin): 30.8 kcal per mole
- Spin multiplicity: 2
- Gap between HOMO and LUMO (spin up / spin down): 10.28 / 5.89 eV
- Electronic energy: -1499.7830 hartree
- Total charge: +3

Structure (XYZ):
```
11
Properties=species:S:1:pos:R:3:forces:R:3:lowdin_spin:R:1
C -1.81381 0.21435 -0.52645 -0.75 0.86 0.39 0.23
O 0.63722 0.84925 0.64487 -2.09 -1.34 -0.10 0.02
H -2.24446 1.16788 -0.18953 0.02 -0.21 -0.08 0.00
C -0.60288 -0.08065 0.38145 3.52 1.24 0.38 0.28
Yb 4.95697 0.08114 -0.21041 -0.13 -0.15 0.05 0.00
C 1.33329 -0.24974 0.33111 -0.82 1.75 -1.01 0.01
H -2.54241 -0.59755 -0.42627 0.08 -0.02 -0.29 0.00
H -1.16734 -0.20239 1.36219 -0.36 -0.07 0.29 0.13
H -1.30828 0.28939 -1.51295 0.03 -0.21 -0.13 0.07
O 2.48020 -0.40848 0.08393 1.26 -0.22 0.38 0.08
O 0.27150 -1.06319 0.06207 -0.75 -1.62 0.12 0.18
```
Positions in Å, forces in eV/Å.

(4)
DFT (ωB97M-V/def2-TZVPD) results for C3H4O4Pb as an isolated structure at a distorted geometry.

Calculated values
- LUMO level: -1.4 eV
- Energy relative to the best compared isomer or geometry (same formula, charge and spin): 16.4 kcal per mole
- Gap between HOMO and LUMO: 7.03 eV
- Electronic energy: -610.3577 hartree
- Total charge: 0

Structure (XYZ):
```
12
Properties=species:S:1:pos:R:3:forces:R:3:nbo_charge:R:1
O -1.77795 -2.92449 0.15791 -4.16 -2.17 -0.13 -1.28
H -1.23292 1.48714 1.19646 -0.24 -0.19 -0.48 0.19
H -0.04917 2.60386 0.45450 1.53 -0.87 0.62 0.25
O 1.89300 -0.79793 0.00316 2.40 -0.45 -1.66 -0.84
Pb -0.11404 -1.95318 0.16265 3.68 1.64 0.53 1.61
C 1.96206 0.41886 -0.33467 -2.75 2.03 5.76 0.95
H -1.98221 -3.78887 0.51091 -0.41 -0.34 0.00 0.49
C -0.32075 0.78306 -0.62911 2.15 1.73 1.19 -0.02
C -0.40110 1.57067 0.49489 -2.39 0.28 -1.20 -0.36
O 0.95068 0.78487 -1.20983 -1.99 -0.19 -3.43 -0.57
O 2.23119 1.34758 0.45102 1.96 -0.71 -1.64 -0.65
H -1.15879 0.46843 -1.25788 0.21 -0.74 0.45 0.22
```
Positions in Å, forces in eV/Å.

(5)
DFT (ωB97M-V/def2-TZVPD) results for C3H4O4Tb as an isolated structure at a distorted geometry.

Calculated values
- LUMO level (spin up / spin down): -11.4 / -11.3 eV
- Energy relative to the best compared isomer or geometry (same formula, charge and spin): 0.0 kcal per mole
- Spin multiplicity: 8
- Gap between HOMO and LUMO (spin up / spin down): 7.46 / 7.63 eV
- Electronic energy: -1241.4310 hartree
- Total charge: +2

Structure (XYZ):
```
12
Properties=species:S:1:pos:R:3:forces:R:3:lowdin_spin:R:1
O 1.46036 -1.36749 -0.04158 -1.98 -0.10 1.11 -0.14
H 1.74194 1.29774 -0.11852 -0.11 -0.05 -0.44 -0.02
Tb -0.67246 -1.48139 0.77575 -1.43 0.61 0.03 7.86
C 2.28528 0.68651 -0.84203 0.74 -0.05 0.72 -0.55
C 2.33309 -0.72435 -0.66606 0.71 0.47 -1.44 -0.20
C -3.01560 0.05071 0.84801 -4.10 3.34 -0.10 0.01
O -3.99022 0.75740 0.85303 2.68 -1.58 -0.06 0.00
H -1.69980 1.51576 0.33111 -0.17 0.51 -0.18 0.00
O -1.73420 0.55465 0.39714 1.30 -0.93 0.09 0.03
O -2.82199 -1.16153 1.16803 2.76 -2.23 -0.06 0.03
H 3.12246 -1.29075 -1.18251 -0.13 0.05 0.27 -0.01
H 2.99113 1.16273 -1.52238 -0.28 -0.06 0.05 -0.02
```
Positions in Å, forces in eV/Å.

(6)
DFT (ωB97M-V/def2-TZVPD) results for a 2-piece molecular cluster, C3H4O5 overall at a distorted geometry.

Calculated values
- LUMO level (spin up / spin down): -3.0 / -3.2 eV
- Energy relative to the best compared isomer or geometry (same formula, charge and spin): 131.6 kcal per mole
- Gap between HOMO and LUMO (spin up / spin down): 6.65 / 6.65 eV
- Electronic energy: -492.7400 hartree
- Total charge: 0

Structure (XYZ):
```
12
Properties=species:S:1:pos:R:3:forces:R:3:nbo_charge:R:1
C 0.90415 -0.01710 -0.59128 -2.67 -0.53 -1.99 0.82
O -0.72979 -0.67941 0.23677 1.05 -0.43 -1.73 -0.44
O 2.58644 0.79416 1.14300 -0.93 -0.51 -1.23 -0.48
H -1.66594 1.04940 -0.36627 -0.07 -0.06 -0.08 0.21
O 0.67846 0.96390 -1.22587 0.45 -0.51 0.47 -0.48
C -1.87651 0.06748 0.07793 -0.30 0.01 0.52 -0.29
H -2.64084 -0.47988 -0.49104 0.23 0.19 -0.31 0.18
C 1.47118 0.36429 1.13279 -0.37 0.33 4.55 0.80
O 1.51347 -1.14635 -0.92722 -0.08 0.17 0.37 -0.65
H 1.55586 -1.21804 -1.89628 0.16 0.23 0.10 0.51
H -2.30398 0.23155 1.08231 0.14 0.23 -0.13 0.19
O 0.50749 0.07000 1.82515 2.40 0.88 -0.54 -0.37
```
Positions in Å, forces in eV/Å.

(7)
DFT (ωB97M-V/def2-TZVPD) results for C3H4O5Pm as an isolated structure at a distorted geometry.

Calculated values
- LUMO level (spin up / spin down): -11.1 / -10.2 eV
- Spin multiplicity: 6
- Gap between HOMO and LUMO (spin up / spin down): 6.58 / 8.01 eV
- Electronic energy: -1100.5554 hartree
- Total charge: +2

Structure (XYZ):
```
13
Properties=species:S:1:pos:R:3:forces:R:3:lowdin_spin:R:1
H 0.41407 0.63899 4.09379 -0.34 -0.39 0.27 0.01
O 0.07408 -0.03638 0.26305 0.44 -3.06 -3.22 -0.01
O -0.44451 0.61718 2.29108 0.13 0.09 1.03 0.14
C 0.68598 -1.33680 3.32417 0.41 0.92 0.63 0.25
O 0.10611 2.13902 0.69230 0.04 -2.26 0.92 0.02
C 0.19031 -0.01448 3.24956 0.62 0.89 0.33 0.36
Pm -0.29406 -0.01294 -2.28925 0.01 0.26 -2.05 4.07
C 0.01792 0.95951 1.00575 -0.89 3.92 -0.74 0.02
H 1.19120 -1.59625 4.25775 -0.46 -0.25 -0.05 0.01
O 0.70749 -2.21649 2.40522 0.09 0.63 -2.50 0.19
H 0.59097 -1.76588 1.48936 -0.36 -0.92 1.56 0.00
H -1.39004 -0.05920 -4.95917 -0.34 0.02 -0.77 0.00
O -0.59439 -0.15038 -4.43685 0.65 0.17 4.59 -0.06
```
Positions in Å, forces in eV/Å.

(8)
DFT (ωB97M-V/def2-TZVPD) results for C3H4OS in the gas phase at a distorted geometry.

Calculated values
- Structure (SMILES): C[C@@H]1SC1=O
- LUMO level: 0.0 eV
- Energy relative to the best compared isomer or geometry (same formula, charge and spin): 47.4 kcal per mole
- Gap between HOMO and LUMO: 9.94 eV
- Electronic energy: -590.0491 hartree
- Total charge: 0

Structure (XYZ):
```
9
Properties=species:S:1:pos:R:3:forces:R:3:nbo_charge:R:1
S -2.45162 -1.26893 -0.06693 -1.20 -0.69 -1.31 0.20
H 0.61887 -0.87322 -0.48306 1.18 -0.64 -0.07 0.23
C 0.16989 0.06764 -0.30639 -0.51 2.91 -1.20 -0.63
H 0.79187 0.89742 0.17484 -0.57 -1.77 0.14 0.24
C -1.13519 -0.21108 0.46024 2.99 1.55 1.32 -0.42
H -1.03001 -0.35107 1.54441 0.44 0.44 -0.31 0.24
H 0.05340 0.62859 -1.32518 -0.57 -1.50 1.50 0.23
O -3.12450 1.53423 -0.06355 5.65 -6.51 0.88 -0.52
C -2.31143 0.45877 0.08083 -7.40 6.21 -0.95 0.43
```
Positions in Å, forces in eV/Å.